Run A
2 unconnected molecules or ions with the total composition C3H5FO, computed with ωB97M-V/def2-TZVPD.

Its molar mass is 76.070 g mol⁻¹. As for the HOMO energy: -9.75 eV. Its gap between HOMO and LUMO is 10.419 eV.

Each line ends with the Löwdin charge.
Element x y z (Å)
C 0.6641 1.4012 0.0226  -0.0403
C 0.6404 -0.0807 -0.1057  -0.4961
C -0.7761 -0.8297 0.0141  -0.0895
H -0.6322 1.4110 0.6653  0.2128
H 0.6282 1.8153 -1.1048  0.1240
H 1.5474 1.8124 0.6658  0.1009
H -0.5671 -1.0988 1.2214  0.1828
H -0.9922 -1.6972 -0.6260  0.1182
O 1.5554 -0.8927 -0.0065  0.0268
F -1.7331 0.2172 -0.0396  -0.1397

---

Run B
2 unconnected molecules or ions with the total composition C3H5FO, computed with ωB97M-V/def2-TZVPD.

Its molar mass is 76.070 g mol⁻¹. As for the HOMO energy: -6.47 eV. Its gap between HOMO and LUMO is 5.884 eV.

Each line ends with the Löwdin charge.
Element x y z (Å)
C -0.8821 -0.9700 -1.4543  0.0299
C 0.1158 -0.4035 -1.0615  -0.2631
C 1.2812 0.1408 -0.3697  -0.3048
F 2.3198 -0.8097 -0.4845  -0.1601
H -1.5581 -1.6745 -1.8815  0.0060
H 1.5895 1.0511 -0.8976  0.0356
O -0.8845 0.5699 1.6720  0.2451
H -1.2171 1.4430 1.4007  0.1687
H -0.0637 0.6484 2.2014  0.1590
H -0.7008 0.0043 0.8748  0.0838

---

Name the most stable of them. run A.

---

Run A
4 unconnected molecules or ions with the total composition C2H10O4, computed with ωB97M-V/def2-TZVPD.

As for the structure (SMILES): CC=O.O.O.O. Its molar mass is 98.098 g mol⁻¹. As for the HOMO energy: -10.43 eV. Its gap between HOMO and LUMO is 11.138 eV.

Each line ends with the Löwdin charge.
Element x y z (Å)
C 2.7261 -2.4102 0.1558  -0.0443
C 1.5530 -1.6404 0.6887  -0.2918
O 1.0352 -0.7047 0.1368  0.0303
H 3.1690 -1.9101 -0.7057  0.0852
H 3.4476 -2.4710 0.9724  0.0807
H 2.4131 -3.4080 -0.1384  0.0816
H 1.1714 -1.9566 1.6768  0.1226
O -0.4824 -0.5520 -2.3003  -0.0618
H 0.1208 -0.8063 -1.5845  -0.0037
H -1.2579 -1.1126 -2.1919  0.0438
O -1.4658 1.3042 -0.0136  -0.0637
H -1.1880 1.0819 -0.9149  0.0216
H -2.4298 1.2818 -0.0546  0.0471
O -2.4405 3.3823 1.5779  -0.0830
H -2.0104 3.8993 2.2678  0.0293
H -1.7081 3.0161 1.0489  0.0062

---

Run B
4 unconnected molecules or ions with the total composition C2H10O4, computed with ωB97M-V/def2-TZVPD.

As for the structure (SMILES): C=CO.O.O.O. Its molar mass is 98.098 g mol⁻¹. As for the HOMO energy: -8.77 eV. Its gap between HOMO and LUMO is 9.083 eV.

Each line ends with the Löwdin charge.
Element x y z (Å)
C 1.5692 0.1814 2.0535  0.0032
C 0.5623 1.0141 1.7155  -0.2069
O 0.5979 1.8410 0.5704  -0.0338
H 1.6628 -0.2939 2.9336  -0.0100
H 2.5621 0.1184 1.4966  0.0815
H -0.2874 1.1640 2.2974  0.0842
H 1.0051 1.4702 -0.1768  0.0178
O 0.1413 0.8544 -1.8996  -0.0435
H -0.7941 0.5614 -1.7662  0.0718
H 0.3979 0.6058 -2.7617  0.0187
O -0.0974 -2.4302 -1.8997  -0.0958
H 0.7550 -2.3944 -1.3176  0.1001
H -0.1709 -3.2920 -2.2961  0.0160
O -2.2937 -0.6235 0.5532  -0.0543
H -3.0744 -0.9959 0.1391  0.0320
H -1.6300 -1.2507 0.2443  0.0191

---

Name the most stable of them. run A.